# 1
Density functional theory data (the ωB97M-V functional and the def2-TZVPD basis) for a molecular structure, C5H14N3 in a non-equilibrium geometry.

Geometry as XYZ:
```
22
Properties=species:S:1:pos:R:3:mulliken_charge:R:1
C -1.35524 -1.01923 0.81664 0.034
C 3.10294 0.49252 -0.67656 -0.961
C -2.78707 0.92414 0.30461 -0.657
C 0.60758 -2.28070 -0.19237 -1.279
C 1.69783 1.06600 -0.46944 -0.514
N 0.54027 0.13873 -0.69739 -0.383
N -2.31935 -0.30187 0.84300 -0.166
N 0.45005 -0.83245 0.30174 -0.225
H -1.11964 -1.96992 1.09243 0.499
H 3.84249 1.24464 -0.30872 0.333
H 3.27927 -0.46646 -0.09100 0.266
H 3.41039 0.26684 -1.73349 0.319
H -2.66530 1.56781 1.27396 0.304
H -2.22711 1.32735 -0.60708 0.274
H -3.89732 0.85029 0.19023 0.296
H -0.27559 -2.35699 -0.72646 0.559
H 1.52397 -2.32275 -0.72347 0.469
H 0.62036 -2.84640 0.71438 0.398
H 1.54790 1.58540 0.47452 0.412
H 1.52309 1.79062 -1.22895 0.322
H 0.94167 -0.45977 -1.53961 0.295
H 0.91899 -0.76557 1.25336 0.403
```

gap between HOMO and LUMO = 10.13 eV
HOMO energy = -13.355 eV
charge = +1


# 2
Density functional theory data (the ωB97M-V functional and the def2-TZVPD basis) for 3 unconnected molecules or ions with the total composition C5H14N3 in a non-equilibrium geometry.

Geometry as XYZ:
```
22
Properties=species:S:1:pos:R:3:mulliken_charge:R:1
C -0.94156 -1.35877 -0.33520 -0.445
C -1.43353 -1.24656 1.08567 -0.058
C -0.95207 -1.89948 2.13327 -0.745
C 0.66545 1.75548 -0.63585 -0.332
N 2.58991 -0.49241 1.28263 -0.447
C 1.79041 0.39408 0.91846 0.079
N 1.72609 1.01812 -0.36185 -0.105
N -1.57494 1.13455 -2.13112 -0.555
H -0.15637 -0.64797 -0.54849 -0.220
H -0.44394 -2.30464 -0.57550 0.362
H -1.83985 -1.19400 -0.92895 0.298
H -2.09373 -0.41312 1.31770 0.314
H -0.35807 -2.81564 2.11719 0.270
H -1.05527 -1.54833 3.15666 0.264
H 1.00878 2.64498 -1.16588 0.485
H 0.26272 1.96475 0.35843 0.284
H 3.55802 -0.37854 0.97937 0.309
H 1.16929 0.95580 1.63119 0.304
H 2.21437 0.52427 -1.11478 0.319
H -0.74129 1.63274 -1.78148 0.084
H -1.16079 0.51392 -2.82196 0.280
H -2.23361 1.76076 -2.57953 0.254
```

gap between HOMO and LUMO = 5.05 eV
HOMO energy = -12.484 eV
charge = +1


# 3
Density functional theory data (the ωB97M-V functional and the def2-TZVPD basis) for a gas-phase ion, C5H14N3O (charge +1) in a non-equilibrium geometry.

Geometry as XYZ:
```
23
Properties=species:S:1:pos:R:3:mulliken_charge:R:1
C 1.82352 0.14672 -0.45214 0.236
C 2.71228 0.06891 0.75933 -1.051
C -1.33437 0.62831 -1.33653 -1.058
C -2.04591 -0.55188 0.56821 -0.829
C -0.37426 1.27391 0.72741 -0.988
N 0.27522 -1.92140 -0.61263 -0.567
N 0.42282 -0.74885 0.01561 -0.063
N -0.84889 0.10603 0.00762 0.494
O 1.89677 0.68265 -1.50020 -0.319
H 2.21770 0.36541 1.69677 0.271
H 3.01100 -0.96967 0.84242 0.330
H 3.60496 0.59633 0.62892 0.427
H -0.59087 1.09378 -1.89226 0.420
H -2.07213 -0.17642 -1.85233 0.353
H -1.93154 1.47330 -1.29751 0.492
H -2.21785 -0.30319 1.61051 0.364
H -2.94189 -0.23541 0.08310 0.402
H -1.83986 -1.59771 0.67273 0.319
H -0.21849 1.04272 1.76351 0.411
H 0.58672 1.57694 0.34755 0.477
H -1.13514 2.14197 0.84506 0.373
H 0.36101 -2.70060 -0.04182 0.236
H 0.63922 -1.99186 -1.58331 0.270
```

gap between HOMO and LUMO (alpha / beta) = 7.17 / 7.05 eV
HOMO energy (alpha / beta) = -9.763 / -14.441 eV
multiplicity = 3
charge = +1